No. 1
A cluster of 2 separate species, C3H12NOS in total in a non-equilibrium geometry, computed with ωB97M-V with the def2-TZVPD basis set.

The geometry in XYZ format:
```
18
Properties=species:S:1:pos:R:3:forces:R:3
C -1.3546 1.1189 0.7855 -0.016 -0.236 -0.170
C 0.0817 0.9821 0.3720 0.205 0.036 -0.809
C 0.7435 -0.3341 0.7719 -0.826 0.052 -0.163
S 2.3955 0.0312 1.3855 0.098 -0.107 0.122
N 0.1521 1.1582 -1.1768 0.233 0.113 0.654
H -1.4303 1.2370 1.8622 -0.060 -0.500 0.103
H -1.9711 0.3220 0.3664 0.044 -0.318 0.485
H -1.7719 2.0111 0.3946 -0.374 1.155 -0.467
H 0.6461 1.8502 0.6980 0.174 -0.034 0.376
H 0.0265 -0.7763 1.4697 0.613 -0.143 0.409
H 0.7813 -1.0360 -0.0629 0.004 0.081 -0.065
H 2.8454 -1.2292 1.3778 0.046 -0.015 -0.001
H 0.9732 0.6765 -1.5476 -0.018 -0.036 -0.050
H -0.6920 0.8085 -1.6355 0.137 0.014 -0.016
H 0.2674 2.1573 -1.3537 -0.203 -0.109 -0.367
H -0.9528 -3.0300 -0.5647 0.193 -0.100 0.147
H -0.5514 -3.0759 -2.0083 0.327 -0.065 0.060
O -0.1886 -2.8716 -1.1341 -0.575 0.212 -0.247
```
Forces are in eV/Å.

## Properties
Energy above the lowest of the compared OMol25 structures with the same formula, charge and spin = 63.5 kJ/mol
Strongest force on any atom = 1.3 eV/A
Highest occupied orbital energy = -12.92 eV
Net charge = +1
2S+1 = 1
Kohn-Sham gap = 9.377 eV

Atomic charges from the Löwdin analysis, expressed in e, are listed below:
1 C -0.040
2 C -0.409
3 C -0.550
4 S 0.779
5 N 0.229
6 H 0.112
7 H 0.103
8 H 0.077
9 H 0.124
10 H 0.093
11 H 0.051
12 H -0.116
13 H 0.166
14 H 0.168
15 H 0.171
16 H 0.049
17 H 0.052
18 O -0.059

=====

No. 2
A cluster of 3 separate species, C3H12NOS2 in total, computed with ωB97M-V with the def2-TZVPD basis set.

The geometry in XYZ format:
```
19
Properties=species:S:1:pos:R:3:forces:R:3
N 0.5932 -1.3589 1.2447 -0.062 0.278 -0.091
C 1.0267 -0.5632 0.1063 0.102 -0.696 -0.174
C 1.7504 -1.4947 -0.8840 0.054 -0.164 0.506
C -0.2324 -0.0425 -0.6351 -0.547 0.621 0.433
S -1.2723 0.9621 0.3400 -0.076 0.194 -0.284
S -4.5161 0.0849 -0.3850 0.590 0.164 -0.036
H -0.2193 -0.9782 1.7261 0.141 -0.034 -0.100
H -5.0685 1.0547 -1.1366 -0.125 0.121 0.274
H 1.3387 -1.3930 1.9248 0.069 -0.199 0.180
H 1.7186 0.2411 0.3704 -0.305 0.313 -0.016
H 1.1271 -2.3716 -1.0600 0.010 0.039 -0.082
H 2.6467 -1.8206 -0.3598 0.115 -0.153 -0.079
H 2.0695 -1.0550 -1.8199 -0.101 0.341 -0.134
H -0.8355 -0.9529 -0.8468 -0.088 -0.149 0.099
H -0.0916 0.4826 -1.5700 0.267 -0.135 -0.396
H -3.3261 0.4382 -0.9119 0.040 -0.401 -0.283
H 0.5998 2.2967 1.4388 0.132 0.440 0.760
H 1.3908 3.6679 1.4370 -0.354 -0.145 0.152
O 1.3005 2.8024 1.0211 0.139 -0.436 -0.727
```
Forces are in eV/Å.

## Properties
Energy above the lowest of the compared OMol25 structures with the same formula, charge and spin = 520.7 kJ/mol
Strongest force on any atom = 0.9 eV/A
Highest occupied orbital energy = -13.63 eV
Net charge = +1
2S+1 = 1
Kohn-Sham gap = 4.391 eV

Atomic charges from the Löwdin analysis, expressed in e, are listed below:
1 N 0.044
2 C -0.489
3 C -0.041
4 C -0.512
5 S 1.006
6 S 0.641
7 H 0.047
8 H -0.148
9 H 0.097
10 H 0.128
11 H 0.093
12 H 0.093
13 H 0.089
14 H 0.144
15 H 0.095
16 H -0.283
17 H -0.027
18 H 0.066
19 O -0.041

=====

No. 3
A cluster of 2 separate species, C3H12NS in total in a non-equilibrium geometry, computed with ωB97M-V with the def2-TZVPD basis set.

The geometry in XYZ format:
```
17
Properties=species:S:1:pos:R:3:forces:R:3
C 2.8181 -0.1440 -0.0349 -1.098 1.068 -1.488
N 1.7056 -1.0050 -0.5575 -0.089 -0.011 0.475
H 3.6673 -0.3588 -0.6693 0.692 -0.501 0.816
H 2.5746 0.8823 -0.3334 -0.240 -0.087 0.251
H 2.7867 -0.1979 1.0399 0.814 -0.364 0.201
H 0.8437 -0.7801 -0.0150 0.307 -0.362 -0.272
H 1.9426 -2.0236 -0.4314 -0.168 0.009 -0.054
H 1.5072 -0.8358 -1.5848 0.097 0.005 -0.037
C -1.9019 -0.8073 -0.8893 -0.638 0.735 -0.433
C -2.0952 0.3223 0.1159 0.802 0.027 -0.089
S -0.4812 0.9481 0.7438 -0.286 0.080 0.097
H -1.3245 -1.6425 -0.5017 -0.325 -0.192 0.050
H -1.4566 -0.4839 -1.8309 0.380 0.178 0.182
H -2.9296 -1.0430 -1.1863 0.178 -0.726 0.141
H -2.5622 1.1711 -0.3697 -0.351 -0.023 0.077
H -2.6890 -0.0500 0.9450 -0.009 0.207 0.115
H -0.9155 1.5148 1.8820 -0.065 -0.043 -0.031
```
Forces are in eV/Å.

## Properties
Expectation value of S² = 0.751
Energy above the lowest of the compared OMol25 structures with the same formula, charge and spin = 21.1 kJ/mol
Strongest force on any atom = 2.1 eV/A
Highest occupied orbital energy (alpha / beta) = -3.38 / -9.58 eV
2S+1 = 2
Kohn-Sham gap (alpha / beta) = 4.031 / 10.148 eV

Atomic charges from the Löwdin analysis, expressed in e, are listed below:
1 C -0.168
2 N -0.057
3 H 0.054
4 H 0.057
5 H 0.068
6 H -0.019
7 H 0.036
8 H 0.036
9 C -0.217
10 C -0.586
11 S 0.652
12 H 0.043
13 H 0.050
14 H 0.074
15 H 0.057
16 H 0.067
17 H -0.145

=====

No. 4
The ion C3H12NSi with charge +1 in a non-equilibrium geometry, computed with ωB97M-V with the def2-TZVPD basis set.

The geometry in XYZ format:
```
17
Properties=species:S:1:pos:R:3:forces:R:3
C 1.8756 -0.9992 0.2753 -2.593 -0.245 1.720
C 1.1447 1.2261 0.1540 -1.789 -0.188 1.283
C -2.7030 0.3735 -0.0962 -1.388 0.379 0.927
N 0.9605 -0.0624 -0.4485 5.000 0.970 0.639
Si -1.1771 -0.7776 -0.2804 -3.360 2.262 1.127
H 2.6362 -0.5365 0.8943 -0.025 0.473 -0.230
H 1.1847 -1.5799 0.9592 1.288 0.564 -0.654
H 2.2648 -1.6345 -0.4161 1.298 -1.966 -1.814
H 0.4594 1.9509 -0.1830 -0.925 0.898 -0.678
H 1.0771 1.1512 1.2169 -0.136 -0.051 0.817
H 2.1270 1.5543 -0.0563 1.428 0.383 -0.582
H -3.6527 -0.1652 0.0651 0.125 0.019 -1.008
H -2.7512 1.1728 -0.8999 0.096 -1.340 0.672
H 1.1544 0.1497 -1.4264 -0.435 -1.232 -0.665
H -1.2353 -1.3512 -1.5439 0.463 -0.807 -1.889
H -0.6233 -1.3701 0.9076 -0.018 -0.065 0.615
H -2.7418 0.8981 0.8784 0.969 -0.056 -0.280
```
Forces are in eV/Å.

## Properties
Expectation value of S² = 2.006
Energy above the lowest of the compared OMol25 structures with the same formula, charge and spin = 96.5 kJ/mol
Strongest force on any atom = 5.1 eV/A
Highest occupied orbital energy (alpha / beta) = -9.91 / -15.19 eV
Net charge = +1
2S+1 = 3
Kohn-Sham gap (alpha / beta) = 7.019 / 5.343 eV

Atomic charges from the Löwdin analysis, expressed in e, are listed below:
1 C -0.039
2 C -0.066
3 C -0.275
4 N -0.163
5 Si 0.781
6 H 0.112
7 H 0.085
8 H 0.069
9 H 0.095
10 H 0.109
11 H 0.124
12 H 0.025
13 H 0.057
14 H 0.150
15 H -0.058
16 H -0.036
17 H 0.032

=====

No. 5
A cluster of 3 separate species, C3H12O2S in total in a non-equilibrium geometry, computed with ωB97M-V with the def2-TZVPD basis set.

The geometry in XYZ format:
```
18
Properties=species:S:1:pos:R:3:forces:R:3
C 1.6646 1.4508 -0.3908 1.480 -0.221 1.788
C 0.3367 0.7427 -0.1521 0.123 0.407 2.234
S -0.9037 2.0117 -0.6433 0.469 -0.944 0.613
C -2.3805 1.4197 0.1947 -1.536 0.374 -0.116
H 2.5508 0.8242 -0.3885 -0.095 -0.915 0.189
H 1.9656 2.1921 0.3996 -0.921 -0.333 -0.811
H 1.7683 1.8802 -1.3531 -0.504 0.847 -0.995
H 0.1902 0.3998 0.9456 0.277 1.290 -1.311
H 0.2797 -0.2352 -0.5928 -0.270 -0.114 -1.257
H -2.3354 0.3507 0.3969 0.126 -0.087 -0.342
H -2.6481 1.8765 1.2130 0.442 -0.133 -1.727
H -3.1509 1.5873 -0.6318 0.417 -0.207 1.728
H -0.3423 -3.1778 -1.9471 -3.806 -4.272 0.941
H -0.0263 -2.1055 -2.8093 0.599 0.190 0.369
O 0.2863 -2.5634 -2.0089 3.199 4.115 -1.288
H 1.6734 -1.9649 2.6084 1.229 1.499 -1.051
H 0.1766 -2.2660 2.3794 -7.752 2.538 -5.178
O 0.8949 -2.4228 2.7801 6.523 -4.035 6.214
```
Forces are in eV/Å.

## Properties
Structure (SMILES) = CCSC.O.O
Energy above the lowest of the compared OMol25 structures with the same formula, charge and spin = 194.9 kJ/mol
Strongest force on any atom = 9.9 eV/A
Highest occupied orbital energy = -8.50 eV
2S+1 = 1
Kohn-Sham gap = 9.063 eV

Atomic charges from the Löwdin analysis, expressed in e, are listed below:
1 C -0.222
2 C -0.546
3 S 0.786
4 C -0.465
5 H 0.061
6 H 0.088
7 H 0.040
8 H 0.098
9 H 0.038
10 H 0.018
11 H 0.058
12 H 0.037
13 H -0.045
14 H 0.061
15 O -0.003
16 H 0.018
17 H -0.090
18 O 0.068